No. 1
ORCA calculation (wB97M-V/def2-TZVPD) on a cluster of 2 separate species, C4H5NO in total.

Structure (XYZ):
```
11
Properties=species:S:1:pos:R:3:forces:R:3:lowdin_charge:R:1
O 0.404998 -1.630885 0.496695 0.19 0.12 -0.07 -0.02
N 1.538283 -1.277971 0.241575 0.22 0.50 -0.18 -0.20
C -1.865655 0.051461 0.182498 -0.05 0.00 0.01 -0.10
C 2.191851 -0.348921 -0.136116 -0.22 -0.63 0.23 0.06
C 0.546246 1.075488 -0.387912 -0.55 -0.08 0.08 0.03
C -0.498717 0.502972 -0.097597 0.39 0.22 -0.11 -0.15
H 3.204583 -0.076429 -0.365784 -0.13 -0.01 0.03 0.08
H -2.080856 -0.888649 -0.331132 0.06 0.14 0.06 0.08
H -2.586608 0.806452 -0.150814 0.12 -0.10 0.05 0.08
H -2.006436 -0.112196 1.254685 0.06 0.02 -0.15 0.08
H 1.152309 1.898674 -0.706102 -0.08 -0.16 0.05 0.05
```
Forces are in eV/Å.

Calculated values
HOMO: -9.1 eV
SMILES string: C#[N+][O-].C#CC
calculated total energy: -7760.855 eV
relative energy (zero: lowest compared OMol25 entry of this formula, charge and spin): 547.2 kJ/mol
LUMO: 0.70 eV

=====

No. 2
ORCA calculation (wB97M-V/def2-TZVPD) on an isolated molecule of C4H5NO.

Structure (XYZ):
```
11
Properties=species:S:1:pos:R:3:forces:R:3:lowdin_charge:R:1
O 0.682071 -0.959996 -1.606672 -0.58 0.09 0.02 0.04
N 0.777410 1.073033 1.690861 -0.20 0.90 -0.22 0.13
C 0.146010 -0.078755 0.975318 0.14 -0.14 -0.35 -0.29
C -0.886539 0.106205 -0.110416 0.02 0.04 0.06 -0.14
C 1.445309 0.590907 0.751140 -0.14 -0.74 1.23 -0.09
C -0.454836 -0.628458 -1.369582 0.27 -0.04 -0.13 -0.25
H -1.262445 -0.839752 -2.099340 0.05 0.03 0.00 0.12
H -0.044225 -0.953877 1.616727 0.68 0.18 -0.47 0.13
H -1.896149 -0.226165 0.162797 0.18 0.05 0.03 0.11
H -0.958541 1.170287 -0.378155 -0.07 -0.11 -0.01 0.13
H 2.451931 0.746567 0.367322 -0.36 -0.26 -0.16 0.12
```
Forces are in eV/Å.

Calculated values
HOMO: -10.0 eV
SMILES string: O=CC[C@H]1C=N1
calculated total energy: -7763.855 eV
relative energy (zero: lowest compared OMol25 entry of this formula, charge and spin): 257.8 kJ/mol
LUMO: 0.99 eV

=====

No. 3
ORCA calculation (wB97M-V/def2-TZVPD) on a cluster of 2 separate species, C4H5NO in total.

Structure (XYZ):
```
11
Properties=species:S:1:pos:R:3:forces:R:3:lowdin_charge:R:1
O 3.975824 1.435531 0.185279 -0.30 -1.06 0.17 0.02
N -1.480265 1.637538 -0.163151 0.71 0.07 0.15 0.09
C 0.284494 -1.335822 -0.630833 1.02 -1.87 -0.29 0.01
C -0.494792 0.832802 -0.154719 -0.89 0.08 -1.06 -0.26
C 3.671042 0.356738 0.351306 0.31 1.07 -0.17 0.00
C -0.741477 -0.574863 -0.428885 0.46 0.78 0.76 -0.17
H -1.666496 -1.075536 -0.460113 -1.47 0.32 0.15 0.09
H 0.143220 -2.381160 -0.771414 -0.06 -0.73 -0.31 0.06
H 1.293348 -1.033057 -0.643745 1.04 0.63 0.11 0.02
H 0.586824 1.101700 -0.147711 -0.67 0.10 0.23 0.11
H -1.106388 2.574736 -0.124990 -0.15 0.61 0.27 0.04
```
Forces are in eV/Å.

Calculated values
HOMO: -10.0 eV
calculated total energy: -7764.801 eV
relative energy (zero: lowest compared OMol25 entry of this formula, charge and spin): 166.5 kJ/mol
LUMO: 0.96 eV

=====

No. 4
ORCA calculation (wB97M-V/def2-TZVPD) on an isolated molecule of C4H5NO.

Structure (XYZ):
```
11
Properties=species:S:1:pos:R:3:forces:R:3:lowdin_charge:R:1
O 0.627242 0.566736 1.722493 -0.11 0.04 0.12 0.02
N -0.282812 -1.268127 -1.054537 0.14 0.12 -0.27 0.02
C 0.645394 0.359928 0.372735 -0.26 -0.23 -0.15 -0.38
C 0.632982 -0.993990 0.001645 0.14 -0.20 0.24 -0.14
C -0.884131 -0.409594 -0.010924 -0.56 -0.08 -0.37 -0.08
C -0.375543 1.064221 -0.377698 -0.11 0.18 -0.13 -0.03
H -0.791072 1.902384 0.175361 -0.06 -0.19 -0.12 0.12
H -0.083754 -0.771981 -1.920698 0.22 0.08 0.01 0.09
H -0.294828 1.222015 -1.452095 0.06 -0.06 0.15 0.11
H -0.234884 0.080391 1.882605 0.70 0.38 0.68 0.12
H 1.041406 -1.751985 0.661113 -0.17 -0.02 -0.16 0.14
```
Forces are in eV/Å.

Calculated values
HOMO: -9.0 eV
SMILES string: O[C@]12C[C@@]13N[C@H]32
calculated total energy: -7761.334 eV
relative energy (zero: lowest compared OMol25 entry of this formula, charge and spin): 501.0 kJ/mol
LUMO: 0.77 eV

=====

Calculated Kohn-Sham gap, 9.81; 10.97; 10.93; 9.73 eV (same order as the records).
Calculated molar mass, 83.09; 83.09; 83.09; 83.09 g/mol (same order as the records).